Record 1
Formula: C59H86BN11O4S
Source: OMol25
Level of theory: wB97M-V/def2-TZVPD

```
162
Properties=species:S:1:pos:R:3:forces:R:3
C -2.832 2.595 4.620 -0.50 0.08 -0.30
C -3.085 2.938 3.107 1.13 -0.42 0.36
C -1.863 2.451 2.252 -0.34 0.98 0.12
O -1.554 3.514 1.292 -0.27 -1.12 -0.72
C -1.605 2.992 0.018 0.27 -0.14 -0.83
C -2.842 2.906 -0.687 1.36 0.00 -0.22
O -3.966 3.372 -0.008 0.07 -0.17 -0.56
C -2.909 2.369 -2.008 0.70 0.68 0.50
B -4.328 2.249 -2.754 0.33 -0.81 -0.13
O -5.001 3.369 -3.259 1.12 -0.66 -0.07
C -4.909 0.752 -2.903 -0.29 0.80 0.70
C -6.477 0.689 -2.907 0.83 -1.35 -0.49
C -1.698 1.951 -2.644 0.05 0.17 1.00
C -1.627 1.365 -4.063 -0.10 0.25 0.30
C -0.463 2.046 -1.915 0.48 -0.36 0.35
C -0.381 2.538 -0.580 -2.22 0.72 -0.66
N 0.794 2.630 0.224 -0.87 -2.48 -0.81
O 1.353 3.947 0.231 0.75 1.45 1.37
C 1.488 4.259 1.522 -0.40 -0.43 -0.42
N 1.559 4.426 2.668 0.15 0.11 -1.08
C 1.766 1.611 -0.028 2.10 -1.05 0.88
C 2.550 1.180 1.086 0.10 -0.75 -0.82
C 3.515 0.138 0.944 -0.55 0.44 -0.77
N 4.266 -0.251 2.108 -0.19 0.25 -0.40
C 3.705 -0.484 -0.326 0.35 0.39 -0.93
C 4.693 -1.662 -0.581 -1.48 0.01 0.13
C 3.785 -2.922 -0.919 -0.57 0.26 0.32
C 2.557 -3.001 0.020 -0.80 -0.50 1.09
C 2.664 -3.576 1.330 -0.79 0.78 -1.10
C 1.529 -3.597 2.179 -0.01 -0.21 0.53
C 0.266 -3.082 1.804 0.60 0.43 -1.33
C 0.136 -2.528 0.499 1.08 -0.42 0.44
C 1.269 -2.511 -0.349 0.15 0.08 -0.12
C 2.969 -0.052 -1.478 0.25 0.76 2.37
C 2.026 0.985 -1.279 -1.09 0.37 -0.82
S 1.071 1.530 -2.711 -2.20 -2.70 3.07
H -3.093 3.464 5.258 0.00 -0.63 -0.27
H -3.442 1.719 4.913 0.41 0.46 0.10
H -1.763 2.372 4.809 -0.61 0.07 -0.14
H -3.987 2.464 2.680 0.27 0.36 0.48
H -3.179 4.039 3.005 0.15 -0.73 -0.19
H -2.086 1.531 1.671 0.15 0.42 0.57
H -0.941 2.313 2.857 -0.64 -0.01 -0.29
H -4.468 3.961 -0.591 0.16 -0.16 0.11
H -5.100 3.211 -4.212 -0.69 0.18 0.32
H -4.540 0.213 -2.001 -0.05 0.18 -0.59
H -4.453 0.240 -3.780 -0.40 0.19 0.47
H -6.759 -0.354 -2.645 -0.01 0.71 -0.26
H -6.822 0.848 -3.946 -0.27 0.29 0.73
H -6.963 1.336 -2.157 0.33 0.01 -0.62
H -0.890 1.959 -4.642 -0.39 -0.53 0.14
H -2.591 1.394 -4.609 0.47 0.11 0.41
H -1.300 0.304 -4.020 -0.04 0.65 -0.09
H 2.407 1.622 2.085 -0.04 -0.21 -0.63
H 4.711 -1.152 1.974 -0.05 0.21 0.10
H 4.978 0.447 2.317 -0.17 -0.25 0.03
H 5.319 -1.401 -1.461 -0.15 -0.29 0.69
H 5.307 -1.884 0.311 -0.11 0.16 -0.65
H 3.393 -2.810 -1.950 0.33 -0.10 0.46
H 4.345 -3.876 -0.862 -0.14 0.55 -0.04
H 3.643 -3.983 1.631 -0.67 0.13 0.07
H 1.636 -4.022 3.202 -0.08 0.37 -1.01
H -0.613 -3.066 2.466 0.69 -0.21 -0.16
H -0.812 -2.095 0.134 0.59 -0.32 0.30
H 1.143 -2.051 -1.348 0.14 -0.35 0.60
H 3.154 -0.526 -2.455 -0.34 0.41 0.57
C 4.196 6.230 -3.749 0.08 -0.01 0.07
C 4.510 5.423 -5.004 0.09 0.28 0.20
C 3.267 4.793 -5.639 0.14 -0.26 0.26
C 2.625 3.866 -4.685 -0.21 0.00 -0.25
N 2.126 3.144 -3.932 2.26 3.09 -2.48
H 3.774 5.602 -2.961 -0.06 0.01 -0.06
H 5.106 6.681 -3.351 -0.04 0.05 -0.04
H 3.486 7.032 -3.966 0.01 -0.02 0.02
H 5.230 4.642 -4.752 -0.04 -0.02 -0.11
H 4.989 6.077 -5.736 -0.03 -0.11 -0.08
H 3.543 4.240 -6.539 -0.08 -0.05 0.03
H 2.548 5.565 -5.924 -0.05 -0.05 0.06
C 9.315 1.979 -6.672 0.04 0.01 0.00
C 8.515 2.667 -5.572 0.30 -0.03 -0.11
C 7.046 2.232 -5.541 0.09 0.26 -0.36
C 6.387 2.566 -6.823 -0.20 -0.13 0.19
N 5.875 2.826 -7.820 0.16 -0.01 0.33
H 8.932 2.229 -7.664 -0.05 -0.03 0.04
H 10.358 2.296 -6.638 -0.02 -0.04 0.01
H 9.286 0.893 -6.557 0.01 0.03 -0.03
H 8.576 3.749 -5.712 -0.09 -0.02 0.08
H 8.971 2.442 -4.605 -0.13 0.03 0.03
H 6.520 2.739 -4.731 -0.09 -0.06 -0.06
H 6.969 1.156 -5.373 -0.06 0.02 -0.06
C 1.938 -8.371 3.111 0.14 -0.05 -0.08
C 3.091 -8.026 4.046 -0.18 -0.27 -0.08
C 3.739 -6.680 3.712 0.08 -0.33 -0.35
C 4.290 -6.707 2.339 0.07 0.23 0.11
N 4.719 -6.729 1.271 -0.14 0.00 0.32
H 2.277 -8.475 2.076 0.07 0.06 0.03
H 1.486 -9.321 3.401 -0.05 0.07 0.03
H 1.166 -7.606 3.145 0.08 -0.01 0.02
H 3.841 -8.821 3.997 0.06 0.09 0.06
H 2.721 -7.998 5.073 0.07 0.11 -0.01
H 4.547 -6.467 4.413 0.01 0.12 -0.10
H 3.007 -5.875 3.786 0.08 0.03 -0.02
C -3.244 -10.682 2.415 -0.05 -0.02 0.00
C -3.104 -9.498 1.465 -0.19 -0.23 0.09
C -1.698 -8.891 1.471 -0.17 0.12 0.34
C -1.361 -8.397 2.822 0.02 0.07 -0.09
N -1.116 -8.011 3.878 -0.28 -0.14 -0.31
H -3.075 -10.386 3.452 0.06 0.01 -0.04
H -4.250 -11.099 2.356 0.04 -0.02 -0.02
H -2.534 -11.473 2.163 -0.02 0.01 0.03
H -3.836 -8.734 1.738 0.08 0.05 -0.07
H -3.345 -9.824 0.450 0.08 0.10 -0.02
H -1.643 -8.058 0.768 0.11 0.02 0.07
H -0.958 -9.636 1.171 0.03 0.04 0.06
C 3.552 10.611 -5.304 -0.05 -0.03 0.00
C 3.635 10.909 -3.810 -0.20 -0.07 -0.23
C 5.019 11.400 -3.376 0.00 -0.44 -0.07
C 6.039 10.369 -3.663 0.16 0.22 0.13
N 6.833 9.566 -3.886 -0.31 0.17 0.04
H 4.233 9.807 -5.590 0.04 0.06 0.02
H 2.544 10.294 -5.572 0.02 0.05 -0.01
H 3.798 11.496 -5.895 0.00 -0.04 -0.01
H 3.371 10.008 -3.252 0.05 0.08 0.08
H 2.894 11.671 -3.558 0.09 0.01 0.09
H 5.025 11.612 -2.306 0.12 -0.01 -0.03
H 5.285 12.317 -3.904 0.06 -0.05 0.00
C -10.350 -0.658 1.672 0.04 -0.05 0.06
C -9.130 0.231 1.454 -0.17 -0.16 0.23
C -9.114 0.895 0.074 0.16 -0.42 -0.07
C -9.087 -0.136 -0.985 -0.15 0.06 -0.22
N -9.081 -0.948 -1.801 -0.05 0.31 0.48
H -10.371 -1.490 0.965 -0.02 0.07 -0.04
H -10.332 -1.085 2.676 -0.05 0.04 -0.01
H -11.275 -0.089 1.561 0.01 -0.04 0.00
H -8.225 -0.367 1.585 0.05 0.11 -0.06
H -9.115 1.008 2.222 0.07 0.05 -0.09
H -8.232 1.530 -0.027 -0.03 -0.01 -0.10
H -9.998 1.521 -0.062 0.01 -0.05 -0.06
C -6.598 -2.606 4.329 0.05 0.01 0.02
C -6.277 -3.379 3.054 0.12 0.21 0.20
C -7.521 -3.981 2.394 0.13 -0.24 0.37
C -8.178 -4.929 3.319 -0.18 -0.01 -0.24
N -8.686 -5.665 4.043 0.20 0.24 -0.19
H -7.030 -3.254 5.093 -0.04 0.01 -0.06
H -5.689 -2.171 4.748 -0.04 0.03 -0.02
H -7.301 -1.794 4.129 0.01 -0.02 0.03
H -5.564 -4.173 3.289 -0.05 -0.02 -0.10
H -5.788 -2.708 2.344 -0.05 -0.09 -0.08
H -7.244 -4.510 1.481 -0.12 -0.04 0.02
H -8.232 -3.197 2.126 -0.05 -0.06 0.02
C 0.687 -0.666 5.633 -0.04 0.04 0.01
C 1.725 -0.824 6.740 -0.32 0.11 -0.06
C 3.056 -1.385 6.231 -0.26 -0.25 0.01
C 2.852 -2.723 5.639 0.28 0.06 -0.03
N 2.686 -3.765 5.179 0.10 0.31 0.35
H 0.429 -1.628 5.184 0.07 0.01 -0.02
H -0.233 -0.237 6.033 0.03 0.02 -0.02
H 1.054 -0.007 4.843 -0.02 -0.04 -0.01
H 1.321 -1.479 7.516 0.12 0.01 0.02
H 1.904 0.149 7.202 0.12 -0.06 0.01
H 3.770 -1.468 7.051 0.04 -0.09 -0.08
H 3.485 -0.726 5.473 -0.02 -0.10 -0.07
```
Positions in Å, forces in eV/Å.

Output
Multiplicity: 1
Kohn-Sham gap: 6.9 eV
Highest occupied orbital energy: -0.2517 Eh
Total charge: 0
Lowest unoccupied orbital energy: 0.09 eV

Löwdin population analysis, charges in e, atoms 1 to 99: C -0.106; C -0.197; C -0.150; O -0.070; C -0.156; C -0.176; O 0.044; C 0.001; B -0.384; O 0.120; C -0.146; C -0.121; C -0.214; C -0.071; C -0.316; C -0.121; N -0.035; O 0.050; C -0.304; N 0.165; C -0.192; C 0.069; C -0.243; N 0.076; C -0.170; C -0.112; C -0.130; C -0.215; C -0.036; C -0.097; C -0.089; C -0.079; C -0.055; C -0.068; C -0.375; S 1.041; H 0.068; H 0.064; H 0.059; H 0.098; H 0.113; H 0.135; H 0.113; H 0.112; H 0.115; H 0.108; H 0.105; H 0.050; H 0.079; H 0.058; H 0.074; H 0.070; H 0.087; H 0.116; H 0.053; H 0.089; H 0.114; H 0.096; H 0.105; H 0.112; H 0.097; H 0.053; H 0.097; H 0.101; H 0.107; H 0.120; C -0.102; C -0.257; C -0.167; C -0.152; N 0.019; H 0.071; H 0.070; H 0.070; H 0.088; H 0.113; H 0.104; H 0.121; C -0.111; C -0.263; C -0.186; C -0.234; N 0.149; H 0.071; H 0.073; H 0.077; H 0.113; H 0.109; H 0.100; H 0.120; C -0.129; C -0.254; C -0.191; C -0.242; N 0.140; H 0.072; H 0.070; H 0.043; H 0.109

---

Record 2
Formula: C25H18Br2Cl52I2O2
Source: OMol25
Level of theory: wB97M-V/def2-TZVPD

```
101
Properties=species:S:1:pos:R:3:forces:R:3
C -0.736 2.137 3.977 0.99 0.85 0.60
C 0.018 2.592 2.591 0.46 -0.35 1.06
C -0.309 1.599 1.295 -1.88 2.63 -0.29
C -0.158 2.599 0.005 2.20 -0.01 -0.95
Br -1.701 3.923 -0.170 1.05 -0.91 0.22
C 1.209 3.552 0.052 -0.18 -0.96 0.12
C 2.586 2.714 0.352 1.01 0.35 -0.29
Br 1.405 4.253 -1.854 -0.01 -0.25 1.25
C -1.949 1.269 1.245 -0.53 -3.09 1.41
C -2.039 -0.290 1.843 -2.39 0.14 1.32
O -3.059 -0.889 2.477 7.68 3.51 -4.23
O -0.721 -0.803 1.422 -2.16 -0.50 1.25
C 0.445 0.135 1.300 -2.38 -0.35 1.96
I 1.321 -0.607 -0.605 -0.36 0.70 0.91
C 1.276 -0.279 2.691 0.35 -0.62 -0.51
C 2.279 -1.560 2.496 0.55 -0.36 0.77
C 1.499 -2.998 2.223 0.02 1.50 0.87
I 3.130 -4.523 2.196 -1.09 0.72 -0.21
H 0.020 2.397 4.863 -1.76 -0.58 -1.84
H -1.667 2.834 4.123 1.55 -1.78 -0.20
H -0.957 0.992 4.071 0.12 2.31 -0.34
H -0.291 3.717 2.397 0.47 -2.53 0.02
H 1.184 2.634 2.843 -2.56 -0.22 -0.89
H -0.121 2.058 -1.040 -0.28 0.87 2.27
H 1.056 4.500 0.728 0.41 -2.07 -1.38
H 2.537 1.981 1.264 -0.18 1.47 -1.65
H 2.959 2.079 -0.587 -1.14 1.51 2.04
H 3.450 3.497 0.578 -1.89 -1.61 -0.45
H -2.652 1.863 1.968 1.58 -0.68 -1.81
H -2.391 1.085 0.152 1.07 0.92 2.44
H 0.423 -0.637 3.444 1.97 1.14 -1.58
H 1.923 0.603 3.115 -1.49 -1.69 -0.90
H 2.832 -1.707 3.544 -1.23 0.38 -2.21
H 3.168 -1.366 1.723 -2.24 -0.38 1.51
H 0.887 -3.233 3.200 1.03 0.35 -2.25
H 0.861 -3.015 1.242 1.38 -0.17 2.05
C -3.731 1.686 -3.334 -0.13 0.04 -0.02
Cl -2.509 0.768 -2.419 -0.22 0.15 -0.23
Cl -4.761 2.598 -2.202 0.24 -0.26 -0.27
Cl -2.917 2.820 -4.441 -0.19 -0.28 0.31
Cl -4.739 0.558 -4.276 0.43 0.26 0.69
C 3.219 2.807 6.560 0.06 0.12 0.24
Cl 2.984 2.094 4.944 0.12 0.15 0.35
Cl 1.639 3.273 7.239 0.35 -0.13 -0.18
Cl 3.996 1.612 7.629 -0.22 0.29 -0.31
Cl 4.257 4.249 6.427 -0.45 -0.71 -0.03
C 3.749 -8.382 -0.415 -0.01 0.00 0.07
Cl 3.426 -6.957 -1.434 0.08 -0.33 0.22
Cl 2.208 -9.037 0.196 0.39 0.15 -0.16
Cl 4.582 -9.626 -1.381 0.13 0.36 0.79
Cl 4.779 -7.908 0.959 -0.33 -0.06 -0.38
C 7.479 6.531 5.190 0.15 0.06 -0.09
Cl 6.087 6.568 6.302 0.51 0.33 -0.21
Cl 7.354 5.106 4.129 0.00 0.32 0.27
Cl 7.486 8.011 4.198 -0.02 -0.55 0.39
Cl 8.989 6.440 6.131 -0.40 0.01 -0.22
C -0.885 -1.131 -5.635 -0.05 -0.07 -0.04
Cl -1.208 0.295 -6.655 0.07 -0.35 0.26
Cl -2.425 -1.785 -5.025 0.52 0.06 -0.19
Cl -0.051 -2.375 -6.601 -0.19 0.31 0.23
Cl 0.146 -0.657 -4.261 -0.18 -0.09 -0.33
C -6.045 -1.967 0.726 0.20 -0.27 0.09
Cl -4.823 -2.884 1.641 -0.70 0.03 -0.42
Cl -7.075 -1.055 1.859 0.24 -0.07 -0.25
Cl -5.231 -0.833 -0.381 -0.16 -0.18 0.20
Cl -7.053 -3.095 -0.215 0.49 0.46 -0.16
C -7.862 1.287 -7.072 0.13 0.00 -0.13
Cl -8.372 -0.034 -5.991 0.13 0.33 -0.23
Cl -6.230 1.836 -6.611 -0.72 0.01 -0.48
Cl -7.839 0.703 -8.755 -0.02 0.13 0.40
Cl -9.007 2.645 -6.931 1.12 -0.61 -0.35
C 2.288 -10.874 -4.894 -0.03 0.13 -0.03
Cl 2.991 -9.558 -3.920 -0.47 -0.45 -0.73
Cl 1.211 -10.185 -6.135 0.22 -0.19 0.26
Cl 3.596 -11.790 -5.685 -0.30 0.21 0.19
Cl 1.356 -11.963 -3.836 0.24 0.27 -0.24
C 7.219 11.427 2.051 0.00 0.09 -0.05
Cl 5.913 12.605 1.770 0.33 -0.31 0.08
Cl 7.703 11.475 3.765 -0.11 0.01 -0.41
Cl 6.642 9.792 1.642 0.11 0.47 -0.01
Cl 8.619 11.836 1.028 -0.35 -0.11 0.26
C 7.453 -10.933 1.633 -0.06 -0.01 0.00
Cl 5.750 -11.260 2.041 0.43 0.05 -0.10
Cl 8.513 -11.912 2.678 -0.25 0.24 -0.26
Cl 7.747 -11.354 -0.073 -0.06 0.10 0.42
Cl 7.802 -9.204 1.886 0.04 -0.45 -0.03
C 5.346 3.988 -3.896 -0.04 0.03 -0.04
Cl 4.035 3.319 -4.900 0.32 0.16 0.27
Cl 5.104 5.741 -3.694 0.05 -0.45 -0.04
Cl 5.333 3.198 -2.298 0.02 0.17 -0.36
Cl 6.913 3.692 -4.691 -0.38 0.07 0.20
C -9.128 -5.547 2.056 0.01 0.13 0.10
Cl -10.831 -5.874 2.464 0.39 0.05 -0.11
Cl -8.068 -6.526 3.101 -0.25 0.23 -0.27
Cl -8.834 -5.968 0.350 -0.11 0.02 0.38
Cl -8.779 -3.818 2.309 -0.34 -0.67 0.28
C -12.646 4.485 -5.202 -0.09 0.09 -0.02
Cl -11.943 5.801 -4.228 -0.16 -0.32 -0.23
Cl -13.723 5.174 -6.443 0.24 -0.15 0.29
Cl -11.338 3.569 -5.993 -1.13 0.46 0.61
Cl -13.579 3.396 -4.145 0.25 0.26 -0.27
```
Positions in Å, forces in eV/Å.

Output
Multiplicity: 1
Kohn-Sham gap: 8.9 eV
Highest occupied orbital energy: -0.3481 Eh
Total charge: 0
Lowest unoccupied orbital energy: -0.54 eV

Löwdin population analysis, charges in e, atoms 1 to 99: C -0.107; C -0.193; C -0.343; C -0.634; Br 0.647; C -0.678; C -0.190; Br 0.575; C -0.089; C -0.218; O -0.092; O -0.217; C -0.595; I 0.976; C -0.159; C -0.367; C -0.618; I 0.661; H 0.045; H 0.092; H 0.080; H 0.109; H 0.071; H 0.045; H 0.097; H 0.057; H 0.039; H 0.098; H 0.134; H 0.070; H 0.144; H 0.048; H 0.110; H 0.084; H 0.069; H 0.033; C -1.963; Cl 0.507; Cl 0.518; Cl 0.521; Cl 0.465; C -1.981; Cl 0.546; Cl 0.527; Cl 0.527; Cl 0.475; C -1.984; Cl 0.500; Cl 0.519; Cl 0.468; Cl 0.459; C -1.988; Cl 0.479; Cl 0.515; Cl 0.480; Cl 0.522; C -1.998; Cl 0.510; Cl 0.499; Cl 0.520; Cl 0.457; C -1.976; Cl 0.567; Cl 0.506; Cl 0.508; Cl 0.476; C -1.975; Cl 0.522; Cl 0.486; Cl 0.521; Cl 0.460; C -2.002; Cl 0.472; Cl 0.509; Cl 0.511; Cl 0.512; C -2.006; Cl 0.515; Cl 0.501; Cl 0.488; Cl 0.515; C -2.007; Cl 0.500; Cl 0.514; Cl 0.504; Cl 0.494; C -2.013; Cl 0.503; Cl 0.506; Cl 0.500; Cl 0.512; C -1.995; Cl 0.512; Cl 0.514; Cl 0.499; Cl 0.474; C -1.994; Cl 0.513; Cl 0.511